# C35H77BFN2O4

6 unconnected molecules or ions with the total composition C35H77BFN2O4 at a distorted geometry (the ωB97M-V functional and the def2-TZVPD basis, OMol25).

Cartesian coordinates (Å):
N (-1.69, 3.01, -10.39)
C (-0.63, 2.33, -10.06)
O (0.59, 1.85, -9.36)
C (0.23, 1.14, -8.12)
O (1.48, 0.99, -7.30)
B (1.88, 2.38, -6.90)
F (3.00, 2.81, -7.78)
C (2.59, 2.52, -5.39)
C (1.64, 3.40, -4.37)
O (2.12, 4.54, -3.82)
O (0.60, 3.14, -6.93)
C (-0.53, 2.22, -7.09)
N (-0.97, 1.34, -5.94)
H (-0.35, 0.12, -8.30)
H (3.59, 3.14, -5.54)
H (2.83, 1.45, -4.97)
H (0.56, 3.07, -4.04)
H (-1.58, 2.65, -7.46)
H (-1.16, 0.35, -6.23)
H (-0.33, 1.40, -5.11)
C (-1.29, 3.39, 1.46)
C (-2.21, 4.23, 0.60)
C (-3.31, 3.41, -0.09)
C (-2.81, 2.35, -1.07)
C (-1.94, 2.87, -2.21)
C (-2.67, 3.85, -3.12)
H (-0.75, 2.64, 0.87)
H (-0.54, 4.03, 1.94)
H (-1.85, 2.87, 2.24)
H (-1.62, 4.78, -0.15)
H (-2.69, 4.99, 1.23)
H (-3.99, 4.10, -0.60)
H (-3.91, 2.92, 0.68)
H (-3.68, 1.84, -1.49)
H (-2.25, 1.58, -0.52)
H (-1.60, 2.02, -2.81)
H (-1.03, 3.35, -1.82)
H (-3.55, 3.38, -3.57)
H (-2.02, 4.17, -3.94)
H (-2.99, 4.74, -2.58)
C (-3.64, -0.74, 1.70)
C (-4.28, -0.26, 2.99)
C (-3.27, 0.28, 4.00)
C (-2.24, -0.75, 4.50)
C (-2.83, -2.00, 5.16)
C (-3.63, -1.69, 6.41)
H (-2.95, -1.58, 1.87)
H (-4.41, -1.09, 1.00)
H (-3.08, 0.07, 1.22)
H (-4.87, -1.07, 3.43)
H (-4.99, 0.54, 2.75)
H (-3.81, 0.70, 4.86)
H (-2.72, 1.12, 3.55)
H (-1.58, -0.25, 5.22)
H (-1.60, -1.06, 3.67)
H (-2.01, -2.67, 5.42)
H (-3.46, -2.54, 4.44)
H (-3.01, -1.19, 7.16)
H (-4.01, -2.62, 6.85)
H (-4.49, -1.05, 6.20)
C (2.73, 0.73, -1.93)
C (3.87, 0.53, -0.95)
C (3.71, 1.34, 0.34)
C (3.68, 2.86, 0.15)
C (4.92, 3.45, -0.53)
C (6.20, 3.23, 0.26)
H (2.65, 1.76, -2.26)
H (2.88, 0.10, -2.82)
H (1.77, 0.44, -1.47)
H (4.82, 0.77, -1.44)
H (3.93, -0.53, -0.69)
H (4.51, 1.07, 1.03)
H (2.77, 1.04, 0.83)
H (3.56, 3.33, 1.14)
H (2.79, 3.15, -0.42)
H (4.76, 4.53, -0.66)
H (5.03, 3.04, -1.54)
H (6.12, 3.68, 1.25)
H (7.04, 3.70, -0.26)
H (6.43, 2.17, 0.37)
C (-6.89, -6.03, 10.25)
C (-7.53, -5.11, 9.21)
C (-8.11, -5.87, 8.01)
C (-7.07, -6.64, 7.18)
C (-5.93, -5.80, 6.61)
C (-6.41, -4.73, 5.64)
H (-6.04, -6.57, 9.83)
H (-6.53, -5.44, 11.10)
H (-7.62, -6.75, 10.63)
H (-6.81, -4.36, 8.89)
H (-8.35, -4.56, 9.70)
H (-8.64, -5.16, 7.37)
H (-8.86, -6.58, 8.37)
H (-7.60, -7.14, 6.35)
H (-6.65, -7.45, 7.79)
H (-5.24, -6.46, 6.09)
H (-5.36, -5.33, 7.42)
H (-6.94, -5.18, 4.80)
H (-5.55, -4.17, 5.25)
H (-7.07, -4.01, 6.13)
C (6.86, 1.15, -4.64)
C (6.38, -0.19, -4.11)
C (7.23, -0.72, -2.95)
C (8.70, -0.99, -3.30)
C (8.93, -1.99, -4.44)
C (8.39, -3.38, -4.14)
H (7.87, 1.09, -5.04)
H (6.20, 1.50, -5.44)
H (6.85, 1.91, -3.84)
H (6.35, -0.92, -4.93)
H (5.35, -0.08, -3.76)
H (6.77, -1.63, -2.56)
H (7.21, 0.01, -2.13)
H (9.21, -1.37, -2.40)
H (9.20, -0.05, -3.55)
H (10.00, -2.06, -4.63)
H (8.48, -1.61, -5.37)
H (8.86, -3.79, -3.24)
H (8.60, -4.05, -4.97)
H (7.31, -3.37, -3.98)

E   -1914.970923 Eh
Maximum force   11.183 eV Å⁻¹
E_HOMO   -6.05 eV
Net charge   -1


# C35H78Ca3N3O15P2

A molecular structure, C35H78Ca3N3O15P2 at a distorted geometry (the ωB97M-V functional and the def2-TZVPD basis, OMol25).

Cartesian coordinates (Å):
Ca (-2.10, 2.09, -0.54)
Ca (-0.04, 1.06, -2.91)
Ca (-0.04, 1.05, 2.21)
P (-1.97, 3.11, -3.17)
O (-2.12, 1.68, -2.69)
O (-0.66, 2.87, -3.97)
O (-1.82, 3.83, -1.82)
O (-2.90, 3.54, -4.29)
P (0.12, 0.23, -0.25)
O (0.02, 1.67, -0.67)
O (0.03, -0.63, -1.57)
O (-1.21, 0.30, 0.57)
O (1.31, 0.04, 0.78)
O (-2.64, 4.19, 3.52)
C (-2.00, 3.10, 3.05)
O (-1.77, 2.86, 1.82)
O (-1.45, 2.26, 3.79)
H (-2.66, 4.06, 4.47)
C (4.71, -3.67, 1.50)
C (4.25, -2.89, 0.23)
C (3.91, -1.55, 0.78)
O (4.91, -1.30, 1.76)
C (4.96, -2.54, 2.57)
H (5.61, -4.27, 1.37)
H (3.91, -4.26, 1.93)
H (3.53, -3.41, -0.40)
H (5.08, -2.78, -0.47)
H (2.94, -1.53, 1.27)
H (3.94, -0.79, 0.01)
H (4.14, -2.45, 3.28)
H (5.96, -2.67, 3.00)
C (-1.44, -3.95, -4.88)
C (-1.53, -3.30, -3.55)
C (-2.53, -2.21, -3.84)
O (-2.69, -2.03, -5.21)
C (-1.69, -2.84, -5.85)
H (-2.10, -4.80, -5.05)
H (-0.43, -4.33, -5.04)
H (-0.55, -2.91, -3.27)
H (-1.81, -3.92, -2.70)
H (-2.12, -1.38, -3.26)
H (-3.52, -2.36, -3.41)
H (-0.82, -2.21, -5.95)
H (-1.94, -3.26, -6.83)
C (0.03, -4.40, -0.56)
C (0.97, -5.17, 0.26)
C (0.07, -5.66, 1.36)
O (-0.83, -4.63, 1.48)
C (-1.22, -4.07, 0.25)
H (-0.19, -4.96, -1.47)
H (0.52, -3.48, -0.90)
H (1.75, -4.60, 0.77)
H (1.56, -5.96, -0.22)
H (0.53, -5.73, 2.35)
H (-0.50, -6.54, 1.05)
H (-1.29, -2.99, 0.37)
H (-2.09, -4.49, -0.27)
C (2.86, 4.11, 3.64)
C (3.02, 4.10, 2.14)
C (2.22, 2.84, 1.70)
O (1.22, 2.75, 2.70)
C (1.38, 3.69, 3.74)
H (3.03, 5.09, 4.09)
H (3.63, 3.41, 3.96)
H (4.04, 3.89, 1.80)
H (2.60, 4.98, 1.66)
H (2.91, 1.99, 1.65)
H (1.93, 2.92, 0.66)
H (1.25, 3.50, 4.81)
H (0.78, 4.54, 3.43)
C (-6.53, 2.40, -1.53)
C (-5.03, 2.50, -1.51)
N (-4.54, 2.12, -0.21)
C (-4.74, 0.74, 0.24)
C (-4.17, -0.24, -0.79)
C (-4.97, 3.00, 0.91)
C (-4.62, 4.44, 0.73)
H (-7.00, 2.93, -2.35)
H (-7.08, 2.74, -0.65)
H (-6.73, 1.33, -1.64)
H (-4.58, 1.84, -2.26)
H (-4.65, 3.50, -1.73)
H (-4.36, 0.51, 1.24)
H (-5.77, 0.46, 0.45)
H (-4.80, -0.18, -1.68)
H (-3.13, -0.03, -1.03)
H (-4.17, -1.32, -0.61)
H (-4.36, 2.71, 1.77)
H (-6.02, 3.04, 1.18)
H (-3.57, 4.62, 0.51)
H (-4.87, 4.99, 1.64)
H (-5.05, 4.95, -0.13)
C (2.45, -1.15, -4.03)
C (2.91, -0.14, -3.02)
N (2.37, 1.23, -3.22)
C (2.98, 1.82, -4.52)
C (4.48, 2.32, -4.54)
C (2.70, 2.05, -2.09)
C (2.04, 3.48, -2.20)
H (2.64, -2.18, -3.71)
H (3.03, -1.10, -4.95)
H (1.41, -0.97, -4.30)
H (2.80, -0.54, -2.01)
H (3.99, 0.01, -3.07)
H (2.94, 1.05, -5.29)
H (2.29, 2.58, -4.90)
H (5.15, 1.63, -4.05)
H (4.89, 2.48, -5.53)
H (4.50, 3.30, -4.05)
H (3.77, 2.14, -1.96)
H (2.45, 1.47, -1.20)
H (2.57, 3.86, -3.07)
H (2.22, 4.12, -1.34)
H (0.96, 3.55, -2.36)
C (0.63, -3.24, 3.89)
C (0.58, -1.99, 3.06)
N (0.04, -0.78, 3.76)
C (-1.38, -0.94, 4.18)
C (-2.37, -0.90, 2.99)
C (0.90, -0.31, 4.87)
C (2.25, 0.31, 4.42)
H (0.91, -3.06, 4.93)
H (1.44, -3.92, 3.62)
H (-0.36, -3.68, 3.98)
H (1.54, -1.67, 2.66)
H (0.06, -2.39, 2.19)
H (-1.74, -0.23, 4.93)
H (-1.57, -1.90, 4.66)
H (-2.28, 0.07, 2.51)
H (-3.38, -1.03, 3.39)
H (-2.15, -1.67, 2.25)
H (0.31, 0.44, 5.39)
H (1.09, -1.10, 5.59)
H (2.87, -0.59, 4.33)
H (2.23, 0.60, 3.37)
H (2.61, 1.07, 5.11)

E   -5389.369891 Eh
Maximum force   5.555 eV Å⁻¹
E_HOMO   -3.40 eV
Net charge   -1
Energy relative to the best compared isomer or geometry (same formula, charge and spin)   93.0 kcal per mole


# C35H79HfN2O17

A molecular structure, C35H79HfN2O17 at a distorted geometry (the ωB97M-V functional and the def2-TZVPD basis, OMol25).

Cartesian coordinates (Å):
Hf (-5.00, 3.93, -0.43)
C (-1.58, -1.53, 0.00)
C (-1.74, -0.33, -0.81)
C (-1.61, -0.58, -2.30)
O (-2.75, 0.58, -0.53)
H (-1.61, -1.27, 1.06)
H (-0.80, -2.22, -0.30)
H (-2.50, -2.11, -0.06)
H (-0.87, 0.26, -0.50)
H (-0.94, -1.37, -2.63)
H (-1.25, 0.32, -2.78)
H (-2.54, -0.85, -2.80)
C (5.26, -2.34, -2.50)
N (4.35, -2.35, -1.27)
O (4.80, -2.80, -0.22)
O (3.24, -1.79, -1.47)
H (4.61, -2.53, -3.35)
H (5.97, -3.16, -2.38)
H (5.72, -1.36, -2.61)
C (0.02, -0.90, 6.47)
N (-1.31, -1.52, 6.68)
O (-2.22, -0.96, 6.20)
O (-1.39, -2.42, 7.47)
H (0.68, -1.40, 7.19)
H (-0.06, 0.12, 6.83)
H (0.38, -0.93, 5.44)
C (-7.21, 0.81, -2.86)
O (-6.93, 1.12, -1.48)
C (-7.35, -0.01, -0.71)
C (-7.38, 0.35, 0.81)
O (-7.09, 1.78, 1.00)
C (-7.62, 2.24, 2.26)
H (-6.95, 1.65, -3.50)
H (-8.24, 0.54, -3.09)
H (-6.54, -0.04, -2.99)
H (-6.61, -0.78, -0.96)
H (-8.35, -0.41, -0.87)
H (-6.72, -0.39, 1.26)
H (-8.41, 0.21, 1.13)
H (-7.43, 1.55, 3.09)
H (-8.69, 2.43, 2.21)
H (-7.30, 3.27, 2.43)
C (8.00, 6.31, -3.19)
O (6.78, 5.58, -3.35)
C (7.02, 4.14, -3.45)
C (5.80, 3.45, -4.06)
O (4.65, 3.91, -3.28)
C (3.56, 3.00, -3.31)
H (8.80, 5.97, -2.54)
H (7.76, 7.28, -2.75)
H (8.35, 6.49, -4.20)
H (7.22, 3.76, -2.45)
H (7.95, 3.97, -3.98)
H (6.02, 2.38, -4.12)
H (5.78, 3.79, -5.09)
H (3.92, 1.98, -3.24)
H (3.19, 3.10, -4.32)
H (2.78, 3.11, -2.56)
C (3.85, 1.69, 2.76)
O (3.91, 2.39, 4.01)
C (4.67, 1.68, 5.03)
C (5.07, 2.53, 6.27)
O (5.57, 3.83, 6.01)
C (7.03, 3.82, 5.88)
H (3.39, 0.70, 2.86)
H (4.88, 1.68, 2.41)
H (3.17, 2.10, 2.01)
H (5.49, 1.18, 4.52)
H (4.08, 0.78, 5.24)
H (5.69, 1.98, 6.97)
H (4.17, 2.68, 6.87)
H (7.46, 2.92, 5.44)
H (7.58, 4.07, 6.79)
H (7.06, 4.63, 5.15)
C (6.42, -2.62, 7.83)
O (5.11, -2.90, 7.22)
C (5.08, -4.33, 6.87)
C (3.64, -4.66, 6.45)
O (3.48, -4.00, 5.22)
C (2.24, -4.28, 4.51)
H (6.62, -1.63, 8.24)
H (7.23, -2.75, 7.12)
H (6.63, -3.25, 8.69)
H (5.42, -5.02, 7.64)
H (5.69, -4.37, 5.97)
H (2.91, -4.24, 7.15)
H (3.48, -5.73, 6.32)
H (2.25, -3.93, 3.48)
H (1.30, -4.22, 5.06)
H (2.29, -5.32, 4.18)
C (-3.75, 3.89, 3.26)
O (-4.37, 4.93, 2.46)
C (-4.25, 6.22, 2.96)
C (-5.10, 7.22, 2.11)
O (-4.95, 6.92, 0.67)
C (-5.12, 8.10, -0.13)
H (-4.03, 3.84, 4.31)
H (-2.68, 4.04, 3.11)
H (-3.99, 2.93, 2.81)
H (-3.20, 6.52, 2.96)
H (-4.47, 6.33, 4.03)
H (-4.82, 8.26, 2.31)
H (-6.17, 7.04, 2.23)
H (-6.13, 8.39, 0.19)
H (-5.07, 7.99, -1.21)
H (-4.34, 8.82, 0.11)
C (1.02, -4.38, -10.72)
O (1.85, -4.08, -9.56)
C (1.13, -4.09, -8.32)
C (2.13, -3.74, -7.19)
O (1.45, -3.81, -5.96)
C (1.44, -5.04, -5.29)
H (0.66, -5.40, -10.61)
H (1.65, -4.47, -11.61)
H (0.24, -3.66, -10.95)
H (0.78, -5.10, -8.13)
H (0.33, -3.37, -8.47)
H (2.46, -2.71, -7.37)
H (3.01, -4.36, -7.07)
H (1.05, -4.91, -4.28)
H (2.39, -5.57, -5.23)
H (0.74, -5.73, -5.77)
C (-7.15, -6.05, -3.10)
C (-6.09, -5.24, -3.53)
C (-6.28, -4.27, -4.48)
C (-7.52, -4.06, -5.03)
C (-8.64, -4.76, -4.57)
C (-8.40, -5.79, -3.64)
H (-7.10, -6.68, -2.22)
H (-5.20, -5.33, -2.93)
H (-5.54, -3.54, -4.76)
H (-7.64, -3.18, -5.64)
H (-9.53, -4.26, -4.92)
H (-9.28, -6.30, -3.28)

E   -2815.520189 Eh
Maximum force   3.843 eV Å⁻¹
E_HOMO   -13.68 eV
Net charge   +3


Number 1: frontier orbital gap 7.916 eV, LUMO energy 1.87 eV. Number 2: frontier orbital gap 5.297 eV, LUMO energy 1.89 eV. Number 3: frontier orbital gap 1.293 eV, LUMO energy -12.39 eV.